No. 1
Computed, not measured: C33H48GeN7O2SeTi as an isolated structure, with the ωB97M-V functional and the def2-TZVPD basis.

The geometry in XYZ format:
```
93
Properties=species:S:1:pos:R:3:forces:R:3
Ti -0.100149 -0.718327 0.471154 0.22 -0.02 -0.46
O -0.630374 1.480766 -3.159213 -0.07 -0.27 0.18
C 0.583675 2.083081 -3.219171 0.20 0.10 0.07
C 0.795880 2.960016 -4.277122 -0.13 -0.09 0.02
C 1.981581 3.657687 -4.376862 0.04 -0.01 0.04
C 2.987949 3.510779 -3.414325 0.02 0.05 -0.04
C 2.787892 2.664377 -2.357752 0.00 -0.02 0.01
C 1.587887 1.923722 -2.238045 0.21 0.08 -0.01
C 1.440001 1.108677 -1.067349 -0.20 -0.01 -0.07
O 0.443339 0.172795 -1.028545 -0.52 -0.28 0.25
N 2.155092 1.208075 0.012198 -0.02 0.13 -0.22
N 1.655761 0.363833 0.940533 0.23 0.01 0.36
C 2.195506 0.290419 2.101823 -0.04 -0.06 -0.06
C 1.505986 -0.584894 3.025923 -0.05 0.03 0.09
C 1.898128 -0.787958 4.333962 -0.06 -0.05 -0.03
C 1.115933 -1.606526 5.143060 0.05 0.04 0.03
C -0.028397 -2.183823 4.617022 -0.06 -0.04 -0.05
C -0.359128 -1.942530 3.294416 0.00 -0.01 0.06
N 0.390698 -1.164728 2.502909 -0.12 0.14 -0.21
H -0.570238 0.690577 -2.603462 0.00 0.19 -0.20
H 0.011194 3.069166 -5.013828 0.01 0.01 0.00
H 2.134097 4.324542 -5.215499 -0.01 0.00 0.01
H 3.914025 4.060946 -3.504498 -0.01 -0.01 -0.01
H 3.554033 2.538702 -1.604197 -0.02 -0.01 0.00
H 3.089712 0.848155 2.354542 0.00 0.05 0.00
H 2.790308 -0.308963 4.714514 0.00 0.00 -0.02
H 1.395885 -1.782616 6.173874 0.00 0.01 -0.01
H -0.667285 -2.815428 5.218995 0.01 0.01 -0.01
H -1.243993 -2.379113 2.851585 -0.01 -0.01 0.00
C -5.068755 -1.504125 3.026937 0.01 -0.04 0.01
C -4.605756 -0.865884 1.718806 -0.02 0.07 0.03
C -4.355094 0.627241 1.932644 0.00 0.00 -0.04
C -3.454647 -1.596891 1.056553 0.02 0.01 -0.05
C -2.747748 -1.048163 -0.019780 0.21 -0.01 0.10
C -1.870248 -1.838116 -0.791338 0.21 0.12 0.01
C -1.666518 -3.197440 -0.515005 0.02 0.08 -0.03
C -0.989938 -4.090765 -1.502987 0.00 -0.01 -0.01
C -2.300043 -3.711236 0.625164 -0.02 -0.02 0.04
C -3.164541 -2.936006 1.376413 0.00 -0.06 0.00
H -5.874143 -0.910520 3.455459 0.00 0.01 -0.01
H -4.259499 -1.533885 3.762831 -0.01 -0.01 -0.01
H -5.461153 -2.511697 2.891671 0.00 0.02 0.01
H -5.425760 -0.964577 0.995095 0.00 0.02 0.00
H -3.624832 0.782463 2.726387 0.03 0.00 0.01
H -5.282156 1.105818 2.243878 0.00 0.00 0.00
H -4.026635 1.142984 1.027374 0.01 0.00 0.00
H -2.943029 -0.035803 -0.343217 -0.14 0.02 -0.04
H -1.462419 -1.432193 -1.714879 -0.09 -0.04 -0.10
H -1.763455 -4.612813 -2.073277 0.01 0.00 0.01
H -0.380761 -4.859269 -1.029662 0.01 0.00 0.00
H -0.393943 -3.522397 -2.213769 0.04 0.00 -0.03
H -2.180738 -4.760907 0.871528 0.00 0.02 0.00
H -3.684169 -3.401198 2.203880 0.02 0.00 0.00
C -0.006090 5.131068 -0.255102 0.02 -0.01 -0.01
C -0.814872 5.470050 0.993543 -0.02 0.04 0.00
C 0.049935 5.459231 2.249258 0.00 -0.01 -0.01
C -2.045949 4.573838 1.139598 -0.04 -0.04 -0.01
N -1.665872 3.159304 1.316952 0.10 -0.17 -0.15
C -1.283694 2.266334 0.413864 0.01 0.16 0.10
N -0.941739 1.170787 1.071708 0.04 -0.43 0.42
N -1.125641 1.426613 2.397247 0.14 -0.04 -0.16
N -1.548403 2.612677 2.537721 -0.05 0.06 0.02
H 0.773169 5.877140 -0.405719 0.00 -0.01 -0.01
H -0.624654 5.115165 -1.156249 0.01 0.00 0.00
H 0.506942 4.165709 -0.157624 0.00 0.03 0.00
H -1.232144 6.472623 0.866232 0.00 0.00 0.01
H 0.509599 4.478832 2.410030 0.00 0.01 -0.01
H -0.524347 5.714526 3.140330 0.01 0.00 -0.01
H 0.858490 6.182218 2.151406 0.00 0.00 0.01
H -2.685401 4.610533 0.258251 0.00 0.05 0.00
H -2.637518 4.816912 2.019675 0.01 0.07 -0.01
H -1.259416 2.420419 -0.655212 -0.03 0.01 0.01
C 4.072071 -0.748869 -2.358135 0.00 0.06 0.03
Ge 2.974621 -2.206885 -3.049934 -0.01 -0.11 -0.18
C 3.964510 -3.380878 -4.247532 -0.01 0.07 0.02
C 1.296388 -1.633138 -3.889447 0.02 0.02 0.08
C 2.456404 -3.385352 -1.505248 0.02 0.02 0.04
Se 1.950154 -2.560726 0.187810 -0.06 0.12 0.10
C 1.494603 -4.141087 1.231944 -0.02 0.05 0.04
H 4.158070 0.039940 -3.107092 0.00 -0.04 -0.01
H 5.076781 -1.116921 -2.148093 -0.01 -0.03 -0.01
H 3.688557 -0.297508 -1.439875 0.00 -0.08 -0.06
H 4.197527 -2.834791 -5.162964 0.00 0.00 0.02
H 3.384230 -4.260598 -4.525911 -0.05 0.03 0.04
H 4.905149 -3.713015 -3.809316 -0.02 0.04 0.05
H 1.471356 -0.874018 -4.652583 0.06 -0.01 0.01
H 0.602329 -1.215468 -3.159398 -0.04 0.03 0.05
H 0.807700 -2.479121 -4.375305 0.05 -0.01 0.00
H 3.345208 -3.939511 -1.195430 0.02 -0.01 -0.03
H 1.697669 -4.102390 -1.797362 -0.09 -0.03 -0.01
H 2.262672 -4.880371 1.018966 0.02 0.00 -0.02
H 0.514194 -4.531935 0.978685 -0.01 0.02 0.00
H 1.548398 -3.867359 2.282965 -0.02 -0.02 0.00
```
Forces are in eV/Å.

Properties
E_HOMO in eV: -16.15
Maximum force in eV/A: 0.64
Total charge: +3
Energy relative to the best compared isomer or geometry (same formula, charge and spin) in kcal/mol: 16.6
Total energy in eV: -194479.5223
Orbital gap in eV: 5.3

No. 2
Computed, not measured: C33H48GeN7O2SeTi as an isolated structure at a distorted geometry, with the ωB97M-V functional and the def2-TZVPD basis.

The geometry in XYZ format:
```
93
Properties=species:S:1:pos:R:3:forces:R:3
Ti -0.022999 0.259550 0.320215 0.77 1.59 -0.53
O 0.100878 -5.083050 1.361258 -0.04 -0.33 0.13
C 1.207006 -4.792141 0.698251 0.11 0.27 -0.13
C 2.151001 -5.811600 0.538700 -0.07 -0.10 0.06
C 3.318925 -5.582065 -0.144817 -0.09 0.06 0.02
C 3.598141 -4.321897 -0.709002 0.07 0.07 -0.07
C 2.698971 -3.307826 -0.562572 -0.05 -0.09 0.02
C 1.486048 -3.508684 0.148521 0.08 0.13 -0.25
C 0.613011 -2.408948 0.345498 -0.60 -0.80 0.87
O 0.868594 -1.201048 -0.152670 0.22 -0.58 -0.28
N -0.463733 -2.488519 1.120819 0.15 -0.45 -0.19
N -0.931500 -1.255171 1.349472 -0.44 0.08 0.32
C -1.760361 -0.984587 2.304544 0.21 -0.31 -0.17
C -1.882488 0.419921 2.623389 -0.10 0.33 0.12
C -2.710191 0.918149 3.616926 0.09 -0.19 -0.10
C -2.719649 2.284518 3.854119 0.08 0.14 -0.08
C -1.896687 3.105782 3.093841 -0.13 -0.01 0.11
C -1.087679 2.538151 2.126503 0.12 0.00 -0.13
N -1.067380 1.221999 1.890355 -0.37 0.06 0.62
H -0.475347 -4.310274 1.469342 0.01 0.13 -0.03
H 1.924999 -6.774918 0.975907 0.03 -0.01 -0.03
H 4.039602 -6.382415 -0.247682 -0.02 -0.02 -0.02
H 4.518758 -4.166361 -1.253778 0.01 0.00 0.03
H 2.891575 -2.328653 -0.976017 0.05 0.02 -0.02
H -2.232579 -1.763945 2.892627 0.05 -0.06 0.00
H -3.329745 0.241202 4.190216 -0.01 0.01 0.00
H -3.358748 2.707858 4.617713 0.00 -0.02 0.01
H -1.880971 4.175693 3.248176 0.03 0.00 -0.02
H -0.434223 3.155258 1.519543 0.01 0.01 0.01
C -1.328353 -2.482034 -2.551941 0.12 0.01 -0.09
C -0.730387 -1.555673 -3.621432 -0.11 -0.02 0.08
C -1.816759 -0.779588 -4.367417 0.14 -0.02 -0.02
C 0.304084 -0.655100 -2.984837 -0.06 -0.07 -0.03
C 1.665527 -0.933746 -3.092067 -0.03 0.07 0.06
C 2.618054 -0.090112 -2.540491 -0.03 0.02 0.03
C 2.262711 1.057913 -1.833850 0.14 0.03 0.12
C 3.323078 2.013185 -1.379044 0.01 0.00 -0.05
C 0.896242 1.341783 -1.688371 -0.19 -0.06 -0.35
C -0.066493 0.502243 -2.292890 0.01 0.19 -0.47
H -2.138853 -3.076829 -2.973617 0.00 0.00 0.02
H -1.724271 -1.898846 -1.713687 0.01 -0.02 0.00
H -0.573983 -3.171667 -2.169696 -0.01 -0.02 0.06
H -0.220501 -2.189770 -4.349507 0.08 0.05 0.00
H -2.474205 -0.231687 -3.687919 0.02 -0.03 -0.01
H -2.435931 -1.469615 -4.939021 -0.02 0.01 0.02
H -1.372474 -0.069567 -5.065532 -0.08 0.03 -0.02
H 1.986832 -1.798750 -3.660957 0.00 0.00 0.00
H 3.670039 -0.294292 -2.704911 0.00 -0.02 0.02
H 4.146711 1.489366 -0.892265 -0.02 0.00 0.03
H 2.934456 2.778914 -0.710773 0.02 0.01 -0.03
H 3.748758 2.514101 -2.251756 -0.02 0.02 0.01
H 0.607027 2.342306 -1.359227 -0.06 -0.01 0.10
H -1.076401 0.859412 -2.420993 0.01 -0.02 0.12
C 5.702099 0.352886 2.330462 0.05 0.08 0.14
C 5.563695 1.805769 2.780264 -0.29 -0.07 -0.14
C 5.757721 2.783628 1.625404 0.07 -0.01 0.11
C 4.218690 2.049586 3.503776 0.85 0.28 0.04
N 3.078241 1.488003 2.779703 -0.23 -0.43 0.15
C 2.455939 0.314328 3.014827 0.12 0.11 0.09
N 1.526884 0.167513 2.106822 0.00 0.29 -0.11
N 1.622261 1.257687 1.336375 -0.41 -0.26 -0.30
N 2.540302 2.061687 1.720223 0.00 0.02 0.05
H 6.714842 0.174253 1.973499 -0.02 -0.03 -0.03
H 5.018509 0.119629 1.507129 0.01 -0.02 -0.01
H 5.521820 -0.345038 3.152405 0.00 -0.03 -0.04
H 6.324301 2.007137 3.536926 -0.03 0.02 0.05
H 4.970254 2.679922 0.877262 0.02 0.01 -0.02
H 6.714962 2.599897 1.138637 -0.02 0.00 -0.03
H 5.761051 3.815351 1.978718 -0.02 0.00 -0.03
H 4.051408 3.119156 3.617937 -0.17 -0.04 0.06
H 4.226890 1.576816 4.483931 -0.14 -0.02 0.01
H 2.684228 -0.369039 3.816619 0.07 0.05 0.01
C -5.237816 4.109199 -3.109442 0.03 -0.09 0.31
Ge -4.625766 3.413231 -1.390108 0.26 -0.13 0.03
C -3.600685 4.698116 -0.305736 -0.26 -0.09 -0.21
C -5.994853 2.504643 -0.317679 0.11 0.14 -0.24
C -3.172214 2.040320 -1.869912 -0.17 0.22 0.06
Se -2.797075 0.858491 -0.370973 -0.22 0.07 0.05
C -3.975745 -0.602166 -0.882589 0.10 -0.09 -0.07
H -5.989516 4.878886 -2.934773 0.00 0.00 -0.03
H -5.690562 3.317357 -3.704518 0.00 0.00 0.00
H -4.414242 4.551461 -3.667733 0.01 0.00 0.01
H -4.276368 5.355358 0.241764 0.03 -0.01 0.01
H -2.970074 5.319502 -0.941575 0.01 -0.02 0.00
H -2.972693 4.174737 0.416876 0.00 -0.04 0.05
H -6.636244 3.262280 0.133244 -0.01 -0.03 0.02
H -5.557821 1.908180 0.484058 0.01 0.04 0.03
H -6.626154 1.867215 -0.936748 0.01 -0.01 -0.01
H -2.269589 2.609817 -2.097195 0.01 -0.01 0.00
H -3.444911 1.436452 -2.734526 0.08 -0.05 0.03
H -4.981618 -0.187857 -0.857256 0.02 0.04 0.05
H -3.881959 -1.396266 -0.146326 0.01 -0.02 -0.01
H -3.740082 -0.965721 -1.878363 0.04 0.01 0.03
```
Forces are in eV/Å.

Properties
E_HOMO in eV: -15.73
Maximum force in eV/A: 1.84
Total charge: +3
Energy relative to the best compared isomer or geometry (same formula, charge and spin) in kcal/mol: 27.1
Total energy in eV: -194479.0682
Orbital gap in eV: 5.4

No. 3
Computed, not measured: a 2-piece molecular cluster, C33H48IN3O5 overall at a distorted geometry, with the ωB97M-V functional and the def2-TZVPD basis.

The geometry in XYZ format:
```
90
Properties=species:S:1:pos:R:3:forces:R:3
C 3.065845 -2.888637 -2.885769 -0.26 0.19 0.08
C 1.759785 -2.485227 -3.694215 1.07 -1.49 1.09
O 1.434676 -1.100304 -3.531064 -0.80 -0.93 0.12
C 0.035775 -0.840056 -3.747577 -0.47 1.55 -0.85
C -0.557486 0.118397 -2.631529 0.62 -0.15 -0.48
O -1.457430 -0.560411 -1.714271 1.12 1.13 0.93
C -1.222749 -0.043411 -0.420301 0.46 -0.22 1.50
C -0.181947 -0.647941 0.386312 -1.33 2.12 -0.18
C 0.603902 -1.847939 -0.222656 -1.37 -0.68 0.43
C 0.020773 -3.189634 0.422791 1.91 -0.67 0.19
C 0.870330 -4.471741 -0.050622 -1.07 0.40 -0.37
I -2.075623 -3.527889 -0.058442 0.52 0.21 0.25
C 0.082937 -0.082306 1.774686 -1.64 0.98 -1.03
C 1.243464 -0.723264 2.607370 -0.58 0.94 0.24
C 2.644316 0.000272 2.476451 0.73 -0.82 -0.19
C 3.500579 -0.428786 1.214955 0.37 0.99 0.13
C 3.146378 0.546107 0.038345 0.29 0.84 0.12
O 3.716253 0.164674 -1.229041 -0.70 0.29 0.38
C -0.752015 1.023940 2.266497 0.53 -1.07 -1.43
C -0.563442 1.618176 3.696776 0.45 -0.52 0.30
C 0.856621 2.273077 3.971104 -0.39 -0.74 0.55
C 0.851763 3.417045 5.061551 1.16 -0.69 -0.21
N 2.237850 4.004167 5.096350 -0.45 -0.37 -0.51
C -1.829372 1.615361 1.389470 0.78 -0.64 0.16
N -2.561476 2.669540 1.921351 -1.17 -0.47 -2.67
C -3.538982 3.122081 1.095076 0.70 -0.55 0.37
C -4.426725 4.274571 1.656503 -1.05 0.89 0.46
C -3.980258 5.678261 1.647113 -2.49 -1.05 1.07
C -4.871553 6.679191 2.238751 -0.22 -1.16 -0.02
C -6.165025 6.357698 2.835817 1.07 -2.15 -0.98
C -6.628110 4.961112 2.814707 2.65 0.86 -0.93
C -5.744791 3.938608 2.225116 0.09 1.86 0.29
C -3.778292 2.530597 -0.255152 -0.97 0.69 -0.65
C -4.980567 3.121674 -1.094003 0.76 -0.95 -1.05
C -4.642363 3.177554 -2.653360 -0.91 0.40 0.72
O -3.995342 4.435252 -2.931028 0.41 -0.64 -0.18
N -3.071428 1.532578 -0.846197 0.16 2.05 3.77
C -2.090512 1.101571 0.039862 1.82 -2.07 0.03
H 3.290774 -3.985289 -3.020740 -0.44 1.26 -0.01
H 3.971255 -2.312505 -3.210350 -0.89 -0.36 0.25
H 2.914190 -2.709994 -1.784453 0.19 0.03 -1.12
H 1.942735 -2.804649 -4.755752 -0.50 0.60 0.68
H 0.933032 -3.118666 -3.245928 0.66 0.61 -0.71
H -0.024413 -0.243961 -4.711483 -0.02 -0.68 0.88
H -0.582644 -1.760121 -3.915093 0.58 0.67 0.52
H -1.101753 0.994490 -3.082441 0.43 -0.88 0.30
H 0.324090 0.513991 -2.050921 -0.77 -0.33 -0.63
H 0.435839 -1.968149 -1.330578 0.12 0.52 1.23
H 1.712659 -1.792545 -0.081872 -1.05 -0.03 0.17
H 0.082911 -3.190665 1.542892 -0.40 0.38 -1.09
H 1.795519 -4.153232 -0.599117 -0.73 -0.35 0.68
H 0.211430 -5.028847 -0.770403 0.96 0.29 0.61
H 1.095400 -5.147155 0.817724 -0.10 0.70 -0.87
H 1.343645 -1.797568 2.311768 0.05 0.95 0.36
H 0.956114 -0.681324 3.702048 0.20 -0.18 -1.19
H 2.588839 1.120294 2.468872 -0.20 -1.16 0.00
H 3.247748 -0.275442 3.388967 -0.65 0.26 -0.81
H 3.440950 -1.517281 0.956858 -0.20 0.95 0.18
H 4.580883 -0.230730 1.491001 -1.07 -0.32 -0.46
H 2.042179 0.735202 -0.089946 0.88 -0.51 0.36
H 3.596923 1.554064 0.311542 -0.56 -0.97 -0.04
H 3.237935 0.707472 -1.884877 0.46 -0.62 0.22
H -1.343189 2.360973 3.997355 0.46 -0.74 -0.76
H -0.660701 0.752087 4.419994 -0.01 0.89 -0.68
H 1.365048 2.587172 3.013414 -0.78 0.10 0.99
H 1.508289 1.447467 4.393602 -0.50 1.00 -0.49
H 0.100084 4.223834 4.871501 0.62 -0.74 0.12
H 0.712012 2.976890 6.093570 -0.32 0.47 -1.18
H 2.469576 4.233137 4.119571 -0.03 0.11 0.57
H 2.884698 3.233192 5.315632 -0.36 0.46 0.02
H -3.000301 5.968579 1.206355 -0.95 -0.30 0.45
H -4.526743 7.741577 2.232209 -0.39 -1.05 0.05
H -6.810464 7.132804 3.307356 0.75 -0.62 -0.55
H -7.608140 4.697424 3.270826 0.96 0.12 -0.51
H -6.124208 2.885999 2.248704 0.66 1.01 -0.18
H -5.240369 4.168215 -0.803001 0.11 -1.04 -0.02
H -5.868974 2.428594 -1.009221 0.83 0.78 0.30
H -4.071364 2.282977 -3.007995 -0.38 0.82 0.39
H -5.629190 3.224510 -3.203605 1.11 -0.11 0.53
H -3.030081 4.335062 -2.898303 -0.51 -0.12 0.05
C 4.442893 -7.866857 -2.653943 -0.18 0.22 0.21
C 4.280422 -6.978373 -3.860148 -0.17 0.30 0.02
C 4.900559 -7.444635 -5.151809 -0.11 0.29 -0.17
O 3.674713 -5.929735 -3.793905 0.14 -0.40 -0.08
H 3.947765 -7.407749 -1.797730 0.03 -0.02 -0.09
H 3.984690 -8.839337 -2.843777 0.20 -0.06 -0.01
H 5.502583 -7.989241 -2.421921 -0.03 -0.19 -0.08
H 4.462515 -8.398505 -5.451766 0.19 -0.08 0.06
H 5.980410 -7.548439 -5.029941 -0.04 -0.21 0.00
H 4.705442 -6.708930 -5.932458 0.00 -0.05 0.09
```
Forces are in eV/Å.

Properties
E_HOMO in eV: -8.16
Maximum force in eV/A: 4.30
Total charge: 0
SMILES: CCOCCOc1c(C[C@H](C)I)c(CCCCO)c(CCCN)c2nc(-c3ccccc3)c(CCO)nc12.CC(C)=O
Total energy in eV: -57803.1948
Orbital gap in eV: 7.8